Molecular formula: C49H125N7O15
Method: DFT, ωB97M-V with the def2-TZVPD basis set

Output
LUMO level in eV: -0.34

Element x y z (Å)
C 1.359 0.918 0.640
C 0.224 0.221 -0.132
C -1.047 0.509 0.729
C -2.381 0.574 -0.088
C -2.266 1.454 -1.328
C -1.140 1.116 -2.320
N 0.141 0.956 -1.455
O 1.283 0.850 -2.252
C -1.477 -0.116 -3.111
C -0.959 2.344 -3.273
C 0.343 -1.294 -0.323
H 1.328 0.753 1.717
H 1.307 1.985 0.426
H 2.372 0.642 0.346
H -1.098 -0.237 1.522
H -0.922 1.457 1.253
H -3.253 0.874 0.494
H -2.496 -0.461 -0.408
H -2.151 2.501 -1.049
H -3.188 1.392 -1.907
H -0.759 -0.315 -3.907
H -1.539 -1.052 -2.557
H -2.425 0.049 -3.625
H -0.925 3.284 -2.721
H -0.189 2.249 -4.039
H -1.864 2.499 -3.861
H 1.363 -1.522 -0.633
H -0.297 -1.693 -1.109
H 0.134 -1.731 0.654
H 1.124 0.064 -2.779
C -2.953 4.179 5.583
C -2.107 3.043 4.911
C -2.652 2.799 3.446
C -2.246 3.963 2.453
C -0.753 4.193 2.375
C -0.141 4.358 3.851
N -0.666 3.287 4.721
O 0.012 3.150 5.901
C 1.331 4.149 3.676
C -0.459 5.765 4.342
C -2.332 1.677 5.652
H -3.831 3.675 5.986
H -3.293 4.949 4.891
H -2.470 4.574 6.476
H -2.282 1.859 3.037
H -3.737 2.704 3.489
H -2.762 4.877 2.749
H -2.652 3.712 1.473
H -0.584 5.051 1.723
H -0.345 3.343 1.827
H 1.928 4.259 4.581
H 1.629 3.170 3.301
H 1.718 4.911 2.999
H 0.022 5.925 5.307
H 0.042 6.457 3.665
H -1.475 6.160 4.307
H -3.376 1.381 5.752
H -1.850 1.637 6.629
H -1.819 0.890 5.100
H -0.410 3.857 6.394
C 5.569 -3.728 1.601
C 4.135 -3.403 2.217
C 3.306 -4.679 2.266
C 3.614 -5.646 3.424
C 3.700 -4.955 4.819
C 4.654 -3.783 4.763
N 4.277 -2.868 3.608
O 4.926 -1.622 3.621
C 4.393 -3.030 6.082
C 6.102 -4.350 4.899
C 3.359 -2.358 1.359
H 6.246 -2.876 1.661
H 5.541 -4.186 0.612
H 6.089 -4.450 2.230
H 2.218 -4.610 2.254
H 3.458 -5.225 1.335
H 4.636 -5.981 3.241
H 2.970 -6.525 3.451
H 4.109 -5.741 5.454
H 2.722 -4.702 5.229
H 5.011 -2.142 6.220
H 3.357 -2.722 6.220
H 4.727 -3.594 6.953
H 6.240 -5.276 4.341
H 6.787 -3.672 4.390
H 6.537 -4.486 5.890
H 3.915 -1.446 1.143
H 2.385 -2.104 1.778
H 3.155 -2.854 0.410
H 4.194 -1.025 3.795
C 1.560 -0.692 4.350
O 2.642 -0.133 4.499
N 0.444 -0.094 4.595
N 1.452 -1.943 4.082
H -0.424 -0.577 4.410
H 0.479 0.865 4.909
H 2.359 -2.356 4.247
H 0.610 -2.431 4.352
C -6.040 0.664 -3.119
O -5.284 1.448 -3.606
N -5.762 -0.470 -2.490
N -7.381 0.865 -3.144
H -6.559 -1.016 -2.194
H -4.805 -0.786 -2.553
H -7.986 0.117 -2.834
H -7.775 1.546 -3.777
C 0.416 -5.244 0.162
C 1.453 -4.848 -0.946
O 1.720 -5.922 -1.773
H -0.541 -5.554 -0.259
H 0.033 -4.428 0.774
H 0.874 -6.055 0.729
H 2.377 -4.606 -0.421
H 1.151 -3.940 -1.468
H 2.243 -6.525 -1.240
C -2.576 -2.814 2.720
C -1.741 -3.305 3.876
O -1.525 -2.285 4.810
H -3.567 -2.677 3.154
H -2.673 -3.566 1.936
H -2.248 -1.888 2.249
H -0.747 -3.658 3.601
H -2.194 -4.146 4.400
H -1.658 -2.604 5.706
C -5.526 -0.222 1.235
C -6.705 -1.077 1.506
O -7.896 -0.286 1.479
H -5.318 0.470 2.051
H -5.613 0.264 0.263
H -4.747 -0.969 1.085
H -6.541 -1.630 2.430
H -6.849 -1.828 0.729
H -7.831 0.384 2.164
C 1.752 3.333 -5.874
C 2.879 2.428 -5.224
O 3.514 1.642 -6.227
H 1.095 3.771 -5.123
H 1.205 2.815 -6.662
H 2.269 4.151 -6.377
H 2.499 1.646 -4.567
H 3.637 3.055 -4.755
H 4.078 0.961 -5.853
C 3.713 5.062 -1.907
C 3.165 3.691 -1.452
O 1.747 3.812 -1.307
H 4.797 5.058 -2.021
H 3.534 5.858 -1.185
H 3.162 5.316 -2.813
H 3.634 3.332 -0.536
H 3.457 2.934 -2.180
H 1.413 2.913 -1.348
C -2.120 5.955 -2.385
C -1.144 5.801 -1.259
O 0.151 6.030 -1.664
H -3.139 6.123 -2.038
H -2.140 5.146 -3.115
H -1.907 6.901 -2.882
H -1.187 4.764 -0.926
H -1.294 6.420 -0.374
H 0.574 5.177 -1.542
C -3.470 4.345 -6.085
C -3.529 2.887 -6.556
O -4.761 2.296 -6.188
H -2.877 4.937 -6.783
H -2.896 4.390 -5.160
H -4.452 4.790 -5.924
H -2.685 2.388 -6.080
H -3.444 2.757 -7.635
H -4.778 1.982 -5.281
C 1.440 -4.584 -4.543
C 1.313 -3.265 -5.296
O 1.177 -2.242 -4.367
H 2.403 -4.597 -4.032
H 1.441 -5.364 -5.304
H 0.584 -4.773 -3.896
H 0.445 -3.327 -5.952
H 2.207 -3.050 -5.882
H 0.255 -2.126 -4.128
C 5.646 -2.359 -2.286
C 4.130 -2.094 -2.255
O 3.670 -1.989 -3.595
H 6.065 -1.355 -2.350
H 5.910 -3.140 -2.999
H 5.997 -2.784 -1.345
H 3.840 -1.228 -1.661
H 3.634 -2.936 -1.773
H 2.719 -2.110 -3.638
C -2.492 -2.543 -6.156
C -3.160 -3.007 -4.844
O -2.283 -3.086 -3.783
H -1.983 -3.350 -6.681
H -1.662 -1.895 -5.874
H -3.100 -2.026 -6.899
H -3.574 -3.988 -5.076
H -4.019 -2.427 -4.506
H -2.772 -3.449 -3.041

Mulliken population analysis, charges in e, atoms 1 to 5: -0.809, 3.212, 0.997, -0.346, -1.446

Molecular formula: C49H32AsBrF5I2N4OS4Y
Method: DFT, ωB97M-V with the def2-TZVPD basis set

Output
Relative energy (zero: lowest compared OMol25 entry of this formula, charge and spin) in kJ/mol: 41.0
LUMO level in eV: -1.06

Element x y z (Å)
Y 0.000 -0.651 -0.423
Br -7.183 -1.373 1.762
C -5.310 -1.455 1.492
C -4.670 -2.695 1.469
C -3.306 -2.762 1.290
C -2.536 -1.604 1.103
O -1.229 -1.693 0.939
C -3.200 -0.358 1.129
C -2.497 0.898 1.037
N -1.268 1.034 0.698
C -0.625 2.294 0.742
C -1.236 3.514 0.676
C -0.492 4.710 0.726
C 0.864 4.676 0.857
C 1.531 3.431 0.912
C 2.937 3.321 1.037
C 3.521 2.094 1.071
C 2.708 0.954 0.939
N 1.401 1.010 0.810
C 0.792 2.240 0.831
C -4.589 -0.307 1.331
H -5.251 -3.601 1.593
H -2.789 -3.715 1.278
H -3.073 1.772 1.340
H -2.305 3.577 0.554
H -1.013 5.658 0.653
H 1.445 5.591 0.900
H 3.530 4.227 1.098
H 4.593 1.971 1.164
H 3.165 -0.022 0.919
H -5.088 0.657 1.337
I -1.434 -3.775 -1.675
C -0.575 -3.038 -3.471
I 1.209 -1.914 -2.937
H -1.297 -2.374 -3.930
H -0.309 -3.876 -4.106
F 2.886 4.587 -4.807
C 2.997 3.417 -4.182
C 2.025 3.006 -3.299
F 0.998 3.809 -3.022
C 2.170 1.784 -2.679
F 1.198 1.391 -1.847
C 3.275 0.966 -2.810
S 3.487 -0.484 -1.849
C 4.227 1.415 -3.721
F 5.323 0.691 -3.953
C 4.094 2.610 -4.399
F 5.039 3.008 -5.251
C 6.128 -3.078 0.082
C 5.764 -2.496 1.288
C 4.423 -2.363 1.628
C 3.429 -2.830 0.773
C 3.803 -3.406 -0.441
C 5.143 -3.534 -0.784
As 1.536 -2.486 1.081
C 0.833 -4.287 1.333
C -0.222 -4.445 2.226
C -0.775 -5.700 2.441
C -0.286 -6.805 1.752
C 0.759 -6.646 0.853
C 1.316 -5.390 0.642
C 1.567 -1.989 2.966
C 2.215 -2.817 3.882
C 2.236 -2.490 5.228
C 1.609 -1.329 5.673
C 0.936 -0.519 4.773
C 0.910 -0.851 3.421
H 7.174 -3.159 -0.192
H 6.526 -2.131 1.968
H 4.160 -1.891 2.562
H 3.052 -3.725 -1.150
H 5.412 -3.961 -1.744
H -0.617 -3.587 2.754
H -1.584 -5.817 3.154
H -0.717 -7.785 1.919
H 1.148 -7.501 0.310
H 2.132 -5.288 -0.056
H 2.700 -3.719 3.536
H 2.736 -3.144 5.935
H 1.645 -1.062 6.724
H 0.423 0.371 5.118
H 0.363 -0.226 2.732
S -2.012 4.895 -4.574
C -2.337 3.514 -3.726
S -1.368 2.075 -3.817
C -2.317 1.287 -2.587
N -3.304 2.011 -2.174
N -3.342 3.238 -2.839
C -4.468 4.081 -2.533
C -5.094 4.821 -3.525
C -6.186 5.614 -3.201
C -6.661 5.670 -1.899
C -6.053 4.899 -0.919
C -4.963 4.102 -1.236
S -2.047 -0.365 -2.108
H -4.735 4.771 -4.542
H -6.675 6.184 -3.981
H -7.511 6.296 -1.653
H -6.434 4.908 0.095
H -4.510 3.467 -0.491

Mulliken population analysis, charges in e, atoms 1 to 5: -2.745, -0.210, -0.627, -0.503, -0.701

Molecular formula: C49H36F15GeN7O6S3SiTi
Method: DFT, ωB97M-V with the def2-TZVPD basis set

Output
Spin multiplicity: 3
Expectation value of S²: 2.04
Total charge: -2
Relative energy (zero: lowest compared OMol25 entry of this formula, charge and spin) in kJ/mol: 201.6
LUMO level (spin up / spin down) in eV: 3.61 / 3.03

Element x y z (Å)
Ti 1.262 0.440 0.249
N -2.091 -1.717 -1.866
C -1.324 -2.565 -0.922
C -1.704 -4.006 -1.249
C -1.447 -5.087 -0.207
C -1.443 -4.638 1.241
N -0.051 -4.756 1.714
C 0.425 -3.745 2.637
N 2.571 -3.433 1.163
N 0.046 -4.059 3.961
C 0.237 -2.323 -1.080
O 0.919 -3.060 -1.770
O 0.754 -1.389 -0.368
H -1.919 -2.102 -2.772
H -1.659 -0.789 -1.950
H -1.607 -2.265 0.117
H -1.198 -4.312 -2.213
H -2.796 -3.980 -1.372
H -0.468 -5.517 -0.388
H -2.182 -5.919 -0.332
H -2.018 -5.344 1.846
H -1.880 -3.673 1.430
H 0.570 -4.749 0.929
H 2.251 -2.578 0.731
H 3.604 -3.526 1.140
H 0.275 -3.343 4.653
H 0.364 -4.964 4.262
C 3.885 -6.806 3.985
C 3.518 -5.330 3.816
C 2.612 -5.058 2.839
C 2.043 -3.703 2.512
C 2.570 -2.715 3.551
C 3.466 -3.029 4.522
C 3.990 -4.313 4.664
S 2.152 -0.906 3.387
O 3.127 -0.292 4.259
O 0.764 -0.795 3.780
N 2.406 -0.513 1.894
C 3.564 -0.603 1.247
C 4.819 -1.017 1.655
C 5.746 -1.216 0.666
C 5.543 -0.828 -0.667
C 4.342 -0.226 -0.930
N 3.384 -0.186 -0.013
H 3.823 -7.370 3.074
H 3.232 -7.254 4.765
H 4.911 -6.935 4.342
H 2.290 -5.878 2.247
H -0.005 -2.711 2.471
H 3.855 -2.171 5.089
H 4.613 -4.591 5.519
H 5.023 -1.303 2.646
H 6.724 -1.556 0.900
H 6.293 -0.941 -1.422
H 4.202 0.218 -1.857
S 4.181 3.958 -1.313
C 3.049 2.963 -0.686
N 2.304 2.232 -0.191
O -0.720 0.493 1.425
O 0.391 1.525 1.646
C -2.568 2.773 5.967
C -1.753 1.709 5.631
C -1.586 1.289 4.308
C -2.312 1.917 3.302
C -3.201 2.960 3.657
C -3.403 3.340 4.975
Si -2.034 1.490 1.522
C -3.495 0.472 0.953
C -4.422 1.091 0.134
C -5.674 0.512 -0.207
C -5.923 -0.756 0.285
C -5.049 -1.337 1.127
C -3.830 -0.749 1.459
H -2.602 3.177 6.968
H -1.120 1.238 6.361
H -0.958 0.481 4.044
H -3.785 3.440 2.905
H -4.055 4.160 5.204
H -1.982 2.760 0.753
H -4.149 2.086 -0.326
H -6.362 1.014 -0.868
H -6.874 -1.220 0.085
H -5.317 -2.290 1.562
H -3.100 -1.362 2.004
F 1.207 5.233 -4.589
C 0.868 5.571 -3.319
C 0.332 4.635 -2.431
C 0.028 5.145 -1.157
F -0.594 4.442 -0.228
C 0.240 6.443 -0.811
F -0.162 6.891 0.372
C 0.786 7.358 -1.722
F 1.168 8.569 -1.316
C 1.101 6.897 -2.968
F 1.633 7.733 -3.860
Ge -0.261 2.825 -3.009
S -0.385 1.074 -1.732
C 0.751 2.469 -4.674
C 0.313 2.857 -5.874
F -0.733 3.689 -6.003
C 0.988 2.569 -7.055
F 0.469 3.033 -8.213
C 2.074 1.737 -7.034
F 2.610 1.360 -8.229
C 2.591 1.332 -5.809
F 3.671 0.561 -5.743
C 1.949 1.762 -4.664
F 2.500 1.500 -3.463
C -2.074 3.110 -3.619
C -2.897 4.170 -3.296
F -2.564 4.925 -2.245
C -4.142 4.389 -3.873
F -4.927 5.379 -3.407
C -4.550 3.513 -4.887
F -5.670 3.706 -5.590
C -3.767 2.388 -5.214
F -4.201 1.458 -6.082
C -2.551 2.208 -4.566
F -1.839 1.127 -4.896

Mulliken population analysis, charges in e, atoms 1 to 5: -0.036, -0.502, 2.362, -1.065, -1.132

| no. | molar mass (u) | electronic energy (eV) |
| --- | --- | --- |
| 1 | 1052.57 | -93977.651 |
| 2 | 1413.62 | -264397.687 |
| 3 | 1348.60 | -234892.062 |